Formula: C5H12N2O
Source: the OMol25 dataset
Level of theory: the ωB97M-V functional and the def2-TZVPD basis

Output
- Frontier orbital gap (spin up / spin down): 11.2 / 6.1 eV
- Energy relative to the best compared isomer or geometry (same formula, charge and spin): 2.042 eV
- Charge: +1
- E_HOMO (spin up / spin down): -0.529 / -0.520 hartree
- Spin multiplicity: 2
- DFT total energy: -10397.260 eV

Each line ends with the Mulliken spin population.
CARTESIAN COORDINATES (ANGSTROEM)
1 C -0.97076 0.93415 -1.08278  0.04
2 N 0.32573 1.10420 -0.43924  0.68
3 C 1.36834 0.18199 -0.78045  0.01
4 C 2.16868 -0.18665 0.48555  0.00
5 C 1.28954 -0.97615 1.43610  0.01
6 O 0.69897 -0.43168 2.32829  0.00
7 C -1.69899 -0.33930 -0.57861  0.08
8 N -2.26917 -0.46707 0.72371  0.09
9 H -0.98528 1.09413 -2.15792  0.01
10 H -1.50948 1.78227 -0.65796  0.00
11 H 0.23007 1.33019 0.54491  -0.02
12 H 1.97583 0.28071 -1.67524  0.04
13 H 0.91168 -0.78849 -1.05244  0.05
14 H 3.20432 -0.50560 0.41103  0.00
15 H 2.34971 0.80314 0.94301  0.00
16 H 1.22433 -2.04881 1.17564  0.00
17 H -1.21787 -1.23124 -0.97315  0.00
18 H -2.63634 -0.44958 -1.17442  0.01
19 H -1.65617 -0.43675 1.53164  0.00
20 H -2.80314 0.35055 0.99234  0.00

Atoms 1-2, force components in eV/Å:
0.265 2.488 1.534
-0.893 -1.824 -1.738

***

Formula: C5H12N2O2
Source: the OMol25 dataset
Level of theory: the ωB97M-V functional and the def2-TZVPD basis

Output
- Frontier orbital gap: 9.4 eV
- Energy relative to the best compared isomer or geometry (same formula, charge and spin): 3.878 eV
- E_HOMO: -0.329 hartree
- DFT total energy: -12452.105 eV

Each line ends with the Mulliken charge.
CARTESIAN COORDINATES (ANGSTROEM)
1 C -2.35216 -0.86829 0.09395  0.62
2 C -0.49384 2.55408 0.03836  -0.95
3 C 2.35983 -0.69858 -0.87470  -0.94
4 C 0.82116 -1.45192 0.79109  -0.96
5 C -1.99459 0.65745 0.48934  -0.08
6 N -0.88021 1.16746 0.07195  0.09
7 N 0.98986 -0.90886 -0.51301  -0.35
8 O -2.20243 -1.85255 0.74160  -0.67
9 O -2.85485 -0.52245 -0.96987  -0.58
10 H -0.16183 2.83274 1.07731  0.31
11 H 0.09282 2.71131 -0.76292  0.38
12 H -1.45679 3.16141 -0.04023  0.31
13 H 2.89302 -1.53148 -0.57172  0.37
14 H 2.36139 -0.66833 -1.99678  0.32
15 H 2.94844 0.15856 -0.28722  0.24
16 H 1.42233 -2.43776 0.88101  0.33
17 H 1.18460 -0.75057 1.47389  0.43
18 H -0.24612 -1.59927 1.06087  0.25
19 H -2.91845 1.20200 0.57157  0.32
20 H -0.12112 0.35718 -0.12501  0.44
21 H 0.60896 -1.51211 -1.14947  0.13

Atoms 1-2, force components in eV/Å:
-0.174 2.855 0.286
-4.318 0.494 3.855